No. 1
# C14H23FN2O2

A cluster of 2 separate species, C14H23FN2O2 in total at a distorted geometry (wB97M-V/def2-TZVPD, the OMol25 dataset).

Its HOMO energy is -8.4 eV. The total energy is -24681.05618 eV. As for the net charge: 0. The LUMO energy is 0.48 eV. As for the structure (SMILES): CCCN[C@@H]1C[C@H]([C@@H](F)CC)C(=O)O1.c1cc[nH]c1. The gap between HOMO and LUMO is 0.3273 hartree.

Last column: Löwdin charge in e.
Cartesian coordinates (Å):
1 C -1.3795 -2.6237 -0.4397  -0.122
2 C -0.1614 -2.5682 -1.4758  -0.250
3 C 1.2155 -3.1747 -0.9324  -0.211
4 N 1.8051 -2.4747 0.2434  -0.006
5 C 1.5840 -1.0250 0.2296  -0.331
6 C 2.1337 -0.1600 -1.0163  -0.043
7 C 1.7654 1.2810 -0.3793  -0.138
8 C 2.0470 2.5923 -1.2420  -0.250
9 F 3.4460 2.8127 -1.4723  -0.041
10 C 1.2109 2.4472 -2.6162  -0.177
11 C -0.3890 2.3287 -2.3445  -0.108
12 C 2.5478 1.0582 1.0093  -0.328
13 O 3.2411 1.8819 1.6152  0.110
14 O 2.2437 -0.3079 1.3406  -0.012
15 H -1.3067 -1.8165 0.3753  0.054
16 H -2.3263 -2.3473 -1.0404  0.081
17 H -1.5632 -3.6668 -0.0236  0.079
18 H -0.4712 -3.2269 -2.3728  0.116
19 H -0.0986 -1.5076 -1.8816  0.081
20 H 0.9742 -4.2456 -0.5783  0.130
21 H 1.9654 -3.2493 -1.7891  0.117
22 H 1.5483 -2.9117 1.1343  0.122
23 H 0.5036 -0.6364 0.3478  0.123
24 H 3.2490 -0.4316 -1.0726  0.153
25 H 1.7503 -0.3962 -2.0607  0.107
26 H 0.6950 1.4417 -0.0146  0.139
27 H 1.6116 3.4856 -0.6631  0.162
28 H 1.3258 3.3770 -3.2851  0.118
29 H 1.5838 1.5162 -3.1682  0.104
30 H -0.9868 2.9493 -3.0833  0.076
31 H -0.6616 2.6988 -1.2883  0.076
32 H -0.6593 1.2116 -2.3638  0.071
33 C -3.3696 0.6080 4.1014  -0.112
34 C -4.0212 0.6343 2.8430  -0.114
35 C -3.0478 0.5693 1.8771  -0.152
36 N -1.8318 0.5093 2.5060  0.001
37 C -2.0198 0.5271 3.8621  -0.137
38 H -3.8367 0.6431 5.0743  0.091
39 H -5.0844 0.6936 2.6642  0.091
40 H -3.1143 0.5617 0.7995  0.102
41 H -0.9387 0.4591 2.0434  0.122
42 H -1.1792 0.4823 4.5376  0.108

=====

No. 2
# C14H23I2O4P2Ru

A structure of composition C14H23I2O4P2Ru at a distorted geometry (wB97M-V/def2-TZVPD, the OMol25 dataset).

Its HOMO energy (spin up / spin down) is -14.3 / -14.6 eV. The total energy is -60424.66327 eV. The spin multiplicity is 6. As for the net charge: +2. The LUMO energy (spin up / spin down) is -6.57 / -9.92 eV. The gap between HOMO and LUMO (spin up / spin down) is 0.2827 / 0.1709 hartree.

Last column: Löwdin charge in e.
Cartesian coordinates (Å):
1 I 3.2172 0.8150 1.7519  0.777
2 I 2.0702 -1.9480 -1.9576  0.810
3 Ru 1.4781 -0.2190 0.0200  0.256
4 P 2.0072 1.5663 -1.3310  0.624
5 C 0.8654 2.9732 -1.1641  -0.218
6 C 3.6913 2.2727 -1.2315  -0.300
7 H 3.8751 2.9450 -2.0808  0.071
8 H 2.2154 2.1272 -3.7012  0.073
9 H 4.4179 1.4536 -1.2497  0.046
10 H 2.4461 0.3605 -3.4080  -0.022
11 H 0.6691 3.1750 -0.1080  0.050
12 H 3.8033 2.8192 -0.2855  0.014
13 C 1.8587 1.2504 -3.1402  -0.270
14 H 1.2573 3.8642 -1.6750  0.076
15 H 0.8013 1.0579 -3.3604  0.049
16 H -0.0697 2.6751 -1.6526  0.041
17 P 1.5485 -2.2524 1.1802  0.591
18 C 0.1626 -2.3371 2.3542  -0.246
19 C 1.4802 -3.9632 0.4729  -0.318
20 H 3.9282 -2.3071 1.6417  0.042
21 H 3.0462 -3.4953 2.6567  0.068
22 H 2.9991 -1.7401 3.0647  0.009
23 C 3.0303 -2.4739 2.2484  -0.308
24 H 2.2505 -4.0760 -0.3033  -0.015
25 H 1.6731 -4.7107 1.2615  0.072
26 H 0.1524 -3.3278 2.8324  0.072
27 H -0.7782 -2.1831 1.8044  0.038
28 H 0.4935 -4.1406 0.0321  0.056
29 H 0.2759 -1.5584 3.1195  0.061
30 C 0.1726 0.5483 1.0657  -0.442
31 O -0.6623 1.0208 1.7321  0.126
32 O -2.7047 -1.4252 -0.1958  0.152
33 C -3.3059 -0.2548 0.1553  -0.188
34 C -4.3336 -0.1857 1.1191  0.039
35 C -5.0825 0.9787 1.2633  0.011
36 C -4.8124 2.0936 0.4555  0.034
37 C -3.8122 2.0125 -0.5221  0.050
38 C -3.0047 0.8680 -0.6259  -0.013
39 C -1.8812 0.7272 -1.6321  -0.608
40 O -2.0989 1.2430 -2.7507  0.082
41 O -0.8244 0.1235 -1.2630  -0.144
42 H -2.9923 -2.1283 0.4119  0.143
43 H -4.5815 -1.0865 1.6857  0.137
44 H -5.8950 1.0095 1.9873  0.137
45 H -5.3897 3.0119 0.5644  0.139
46 H -3.6575 2.8207 -1.2423  0.145